{"formula": "C33H48P2Tm", "method": "wB97M-V/def2-TZVPD", "symbols": ["Tm", "C", "C", "C", "C", "C", "C", "H", "H", "H", "C", "H", "H", "H", "C", "H", "H", "H", "C", "H", "H", "H", "C", "H", "H", "H", "C", "C", "C", "C", "C", "C", "C", "C", "H", "H", "H", "H", "H", "H", "H", "H", "H", "H", "H", "H", "P", "C", "C", "P", "C", "C", "C", "H", "H", "H", "H", "H", "H", "H", "H", "H", "H", "H", "H", "H", "H", "C", "C", "C", "C", "C", "C", "C", "C", "C", "C", "H", "H", "H", "H", "H", "H", "H"], "xyz": [[-0.387, -0.462, 1.751], [-2.097, -1.494, 3.148], [-1.692, -2.544, 2.265], [0.136, -1.978, 3.573], [-0.976, -1.174, 3.989], [-0.320, -2.838, 2.517], [-3.481, -0.975, 3.294], [-4.051, -1.079, 2.366], [-3.490, 0.082, 3.589], [-4.016, -1.542, 4.068], [-0.941, -0.166, 5.076], [-1.796, 0.515, 5.003], [-0.024, 0.432, 5.001], [-0.970, -0.612, 6.080], [1.519, -1.896, 4.112], [1.630, -2.390, 5.089], [1.821, -0.847, 4.245], [2.222, -2.374, 3.420], [0.465, -3.932, 1.898], [0.395, -4.849, 2.501], [1.526, -3.668, 1.826], [0.094, -4.175, 0.899], [-2.600, -3.338, 1.401], [-2.918, -4.246, 1.936], [-2.118, -3.668, 0.474], [-3.512, -2.789, 1.142], [-1.199, 1.403, 0.293], [-2.227, 0.497, 0.420], [-2.707, -0.412, -0.683], [-1.578, -1.117, -1.457], [-0.416, -1.573, -0.623], [0.736, -0.864, -0.413], [0.984, 0.534, -0.916], [-0.211, 1.528, -0.845], [-3.291, 0.172, -1.415], [-1.254, -0.480, -2.293], [-3.404, -1.160, -0.267], [-0.711, 1.580, -1.825], [-1.219, 2.301, 0.909], [-2.970, 0.653, 1.211], [0.240, 2.526, -0.722], [1.830, 0.970, -0.355], [1.639, -1.385, -0.084], [1.295, 0.526, -1.976], [-2.026, -2.004, -1.929], [-0.411, -2.653, -0.479], [-0.727, 0.636, -4.972], [-0.804, 2.481, -4.983], [-2.102, 0.333, -6.163], [1.557, -1.146, -5.752], [0.693, 0.449, -6.157], [1.047, -2.116, -7.237], [3.232, -0.671, -6.362], [0.065, 2.872, -4.440], [-1.719, 2.798, -4.466], [-0.805, 2.872, -6.010], [-2.008, 0.972, -7.051], [-3.043, 0.560, -5.646], [-2.108, -0.723, -6.461], [3.198, -0.282, -7.388], [3.874, -1.560, -6.324], [3.642, 0.091, -5.689], [1.406, 1.274, -5.997], [0.335, 0.457, -7.201], [1.642, -3.038, -7.249], [1.221, -1.554, -8.163], [-0.012, -2.381, -7.147], [4.400, 3.001, 4.034], [4.234, 1.830, 3.275], [2.964, 1.419, 2.869], [1.804, 2.156, 3.225], [0.494, 1.714, 2.896], [-0.580, 2.482, 3.319], [-0.414, 3.668, 4.095], [0.855, 4.103, 4.426], [1.994, 3.369, 4.015], [3.296, 3.752, 4.393], [5.399, 3.308, 4.333], [5.106, 1.236, 2.999], [2.842, 0.508, 2.271], [-1.610, 2.193, 3.070], [-1.306, 4.220, 4.414], [1.002, 5.019, 5.021], [3.420, 4.664, 4.984]], "forces_ev_per_angstrom": [[2.132, 1.642, 2.194], [0.790, -0.792, 0.432], [0.294, 0.247, 0.679], [-1.315, -0.429, 0.047], [-0.030, -0.852, -0.368], [-0.443, 0.514, 0.731], [-0.463, 0.148, 0.179], [0.011, 0.054, 0.130], [-0.087, -0.174, -0.018], [0.045, 0.191, -0.145], [0.091, 0.437, 0.569], [0.227, -0.029, 0.070], [-0.317, -0.080, 0.220], [-0.031, -0.108, -0.293], [0.470, 0.144, 0.118], [-0.122, 0.082, -0.249], [0.046, -0.219, 0.024], [0.019, 0.105, 0.210], [0.270, -0.363, -0.193], [0.049, 0.191, -0.143], [-0.107, -0.167, -0.066], [0.126, -0.075, 0.079], [-0.367, -0.388, -0.300], [0.052, 0.176, -0.158], [-0.133, 0.018, 0.099], [0.186, -0.147, 0.029], [-2.271, 0.499, -1.111], [-0.388, 2.262, -1.270], [0.057, -0.767, 0.175], [-0.567, 0.100, -0.381], [1.653, -0.282, -1.438], [-0.735, -0.941, -1.896], [0.046, 0.671, 0.389], [0.377, 0.705, -0.200], [0.129, 0.023, 0.393], [0.174, -0.181, 0.317], [0.310, 0.312, -0.133], [-0.146, -0.332, 0.384], [0.194, -0.675, 0.476], [0.396, 0.153, -0.006], [-0.118, -0.372, -0.053], [-0.313, -0.197, -0.172], [-0.291, -0.146, 0.368], [0.001, -0.385, 0.340], [0.253, 0.185, 0.128], [0.204, 0.266, 0.598], [0.020, 0.700, -0.755], [-0.141, -0.017, 0.208], [-0.165, -0.112, 0.301], [0.381, 0.223, -0.732], [-0.078, -0.291, 0.436], [-0.029, -0.214, 0.253], [0.066, -0.163, 0.203], [-0.203, 0.040, -0.121], [0.199, 0.106, -0.125], [-0.002, -0.038, 0.275], [-0.023, -0.174, 0.200], [0.069, -0.120, -0.255], [-0.086, 0.220, 0.015], [0.034, -0.068, 0.206], [0.019, 0.250, -0.060], [0.064, -0.145, -0.174], [-0.259, -0.228, -0.055], [0.226, 0.160, 0.373], [-0.221, 0.113, -0.117], [-0.059, -0.131, 0.183], [0.181, -0.039, -0.144], [-0.458, 0.318, 0.146], [-0.762, -0.596, -0.535], [0.778, 0.430, 0.322], [0.295, 0.831, 0.829], [-0.864, -1.103, -1.080], [0.609, 0.407, 0.184], [0.176, 0.007, -0.073], [-0.647, 0.149, 0.081], [-0.250, -1.050, -0.559], [0.647, 0.044, -0.015], [-0.200, -0.030, -0.017], [-0.216, 0.165, 0.062], [0.083, 0.227, 0.184], [0.147, 0.036, 0.128], [0.437, -0.126, -0.073], [-0.120, -0.516, -0.318], [-0.012, -0.284, -0.169]], "multiplicity": 3, "fmax_ev_per_a": 3.47, "total_charge": 1, "e_homo_ev": [-9.9, -9.9], "s2": 2.00, "homo_lumo_gap_ev": [5.940, 5.966]}

{"formula": "C3H4BrNO", "method": "wB97M-V/def2-TZVPD", "symbols": ["C", "C", "C", "N", "O", "Br", "H", "H", "H", "H"], "xyz": [[0.255, 2.404, 0.082], [-2.291, 1.278, 1.589], [-1.839, 0.477, 0.626], [0.035, 2.546, 1.282], [0.416, 2.141, -1.063], [-3.035, -0.586, -0.419], [-3.327, 1.387, 1.875], [-1.655, 1.929, 2.123], [-0.777, 0.340, 0.229], [0.169, 3.457, 1.725]], "forces_ev_per_angstrom": [[0.288, -0.004, -1.148], [-0.577, -0.795, -0.599], [0.578, -0.051, -0.379], [1.425, 0.870, -1.371], [-0.329, 0.511, 2.456], [0.145, 0.081, 0.201], [-0.263, -0.477, -0.346], [0.532, 0.072, 0.398], [-1.792, 0.259, 1.028], [-0.007, -0.467, -0.238]], "fmax_ev_per_a": 2.53, "e_homo_ev": -9.4, "homo_lumo_gap_ev": 9.988, "smiles": "C=CBr.N=C=O"}

{"formula": "C48H36I2OP2SZr", "method": "wB97M-V/def2-TZVPD", "symbols": ["Zr", "O", "S", "C", "C", "C", "C", "C", "C", "C", "C", "C", "C", "P", "C", "C", "C", "C", "C", "C", "C", "C", "C", "C", "C", "C", "C", "C", "C", "C", "C", "C", "C", "C", "C", "C", "C", "C", "P", "C", "C", "C", "C", "C", "C", "C", "C", "C", "C", "C", "C", "C", "C", "H", "H", "H", "H", "H", "H", "H", "H", "H", "H", "H", "H", "H", "H", "H", "H", "H", "H", "H", "H", "H", "H", "H", "H", "H", "H", "H", "H", "H", "H", "H", "H", "H", "H", "H", "H", "I", "I"], "xyz": [[1.768, -0.016, 1.312], [0.637, 1.524, 1.346], [-0.457, 1.572, 0.121], [0.067, 2.997, -0.740], [-0.214, 4.319, -0.401], [0.044, 5.372, -1.277], [0.565, 5.086, -2.526], [0.882, 5.955, -3.700], [1.454, 4.993, -4.771], [1.509, 3.656, -4.103], [1.986, 2.433, -4.521], [1.949, 1.365, -3.621], [1.412, 1.466, -2.336], [1.665, 0.017, -1.280], [3.403, -0.519, -1.279], [3.641, -1.606, -0.417], [4.904, -2.170, -0.331], [5.941, -1.628, -1.078], [5.725, -0.518, -1.888], [4.458, 0.044, -1.988], [0.745, -1.339, -2.074], [1.394, -2.267, -2.886], [0.644, -3.148, -3.651], [-0.742, -3.100, -3.621], [-1.391, -2.189, -2.798], [-0.654, -1.314, -2.017], [0.797, 2.682, -1.928], [0.944, 3.759, -2.817], [-2.095, 1.705, 0.745], [-2.855, 2.854, 0.534], [-4.239, 2.886, 0.661], [-4.896, 1.713, 0.960], [-6.351, 1.405, 1.087], [-6.415, -0.105, 1.407], [-4.991, -0.556, 1.427], [-4.441, -1.797, 1.646], [-3.052, -1.903, 1.660], [-2.193, -0.828, 1.414], [-0.464, -1.193, 1.805], [-0.282, -0.863, 3.592], [-1.146, -1.428, 4.526], [-0.915, -1.239, 5.880], [0.179, -0.497, 6.312], [1.032, 0.092, 5.391], [0.793, -0.086, 4.039], [-0.051, -2.948, 1.595], [-0.543, -3.702, 0.526], [-0.175, -5.031, 0.399], [0.672, -5.615, 1.336], [1.184, -4.861, 2.384], [0.840, -3.524, 2.513], [-2.730, 0.462, 1.107], [-4.137, 0.538, 1.170], [-0.619, 4.545, 0.577], [-0.194, 6.384, -0.977], [-0.006, 6.486, -4.049], [1.600, 6.730, -3.423], [0.809, 4.945, -5.652], [2.434, 5.305, -5.134], [2.410, 2.295, -5.507], [2.357, 0.410, -3.935], [2.801, -2.054, 0.135], [5.081, -3.030, 0.302], [6.926, -2.072, -1.024], [6.543, -0.097, -2.456], [4.298, 0.904, -2.624], [2.476, -2.299, -2.934], [1.148, -3.860, -4.292], [-1.320, -3.766, -4.249], [-2.473, -2.150, -2.772], [-1.162, -0.591, -1.399], [-2.370, 3.763, 0.222], [-4.766, 3.814, 0.486], [-6.814, 2.017, 1.864], [-6.878, 1.650, 0.162], [-6.898, -0.301, 2.366], [-6.994, -0.659, 0.665], [-5.052, -2.672, 1.828], [-2.621, -2.870, 1.886], [-1.994, -2.012, 4.194], [-1.587, -1.677, 6.606], [0.363, -0.367, 7.370], [1.866, 0.693, 5.731], [1.431, 0.458, 3.332], [-1.229, -3.263, -0.182], [-0.562, -5.618, -0.424], [0.925, -6.664, 1.255], [1.834, -5.323, 3.114], [1.214, -2.948, 3.352], [4.524, -0.017, 2.731], [6.691, 1.005, 4.011]], "forces_ev_per_angstrom": [[1.184, -0.152, -0.066], [0.503, 0.077, 0.490], [-1.283, 1.352, -0.774], [-0.063, -0.522, 0.010], [0.058, 0.004, 0.110], [-0.024, 0.149, 0.006], [-0.003, -0.252, 0.116], [0.005, 0.145, -0.086], [0.004, 0.122, -0.183], [0.060, -0.186, 0.125], [0.014, 0.162, -0.147], [-0.137, -0.052, 0.208], [0.019, -0.080, 0.301], [-0.027, -0.450, -1.530], [-0.390, 0.195, 0.418], [-0.154, 0.357, 0.084], [0.061, -0.148, 0.199], [-0.014, -0.070, 0.068], [-0.109, 0.050, -0.031], [0.143, 0.116, 0.001], [-0.117, 0.092, 0.226], [0.095, 0.043, 0.154], [0.044, -0.054, -0.081], [-0.006, -0.038, -0.007], [-0.045, 0.063, 0.092], [0.184, 0.001, -0.146], [0.161, 0.050, -0.175], [-0.065, 0.009, 0.072], [0.467, -0.252, -0.094], [0.088, 0.119, 0.078], [-0.145, 0.012, 0.035], [0.296, -0.019, -0.056], [-0.168, 0.030, -0.002], [-0.225, -0.012, 0.008], [0.190, -0.064, 0.054], [-0.186, 0.049, 0.015], [0.160, 0.100, -0.107], [0.301, 0.053, -0.332], [-0.574, -0.641, 0.919], [0.143, 0.144, -0.289], [0.038, -0.084, -0.043], [-0.048, -0.056, 0.004], [0.025, 0.029, -0.057], [0.288, 0.143, 0.067], [-0.358, -0.410, -0.143], [0.013, 0.261, -0.040], [0.060, 0.005, -0.008], [-0.014, 0.039, -0.019], [0.034, 0.007, 0.014], [0.125, -0.057, -0.009], [-0.036, 0.132, -0.009], [-0.119, -0.136, 0.098], [0.083, 0.004, -0.001], [-0.048, 0.027, -0.047], [0.019, -0.002, 0.002], [-0.013, -0.022, 0.026], [0.003, -0.024, 0.034], [0.006, -0.007, 0.016], [0.003, -0.012, 0.035], [-0.014, -0.024, 0.005], [0.037, 0.022, -0.060], [-0.048, -0.426, -0.161], [-0.005, 0.014, 0.008], [0.000, -0.001, -0.013], [0.001, 0.000, 0.000], [0.006, 0.000, -0.003], [-0.021, -0.033, -0.038], [-0.003, 0.004, 0.001], [0.016, -0.024, 0.019], [0.020, -0.011, -0.018], [-0.151, 0.071, 0.039], [-0.034, -0.024, -0.049], [-0.019, -0.012, -0.003], [0.033, 0.004, 0.007], [0.032, 0.024, -0.002], [0.037, 0.000, 0.006], [0.041, -0.005, -0.008], [0.007, 0.006, 0.027], [-0.013, -0.048, -0.007], [0.000, -0.035, 0.059], [-0.008, 0.004, -0.013], [-0.024, 0.016, 0.002], [-0.012, 0.004, -0.017], [-0.012, 0.354, 0.825], [-0.039, 0.025, -0.100], [-0.032, -0.017, 0.032], [0.012, 0.006, -0.016], [0.006, 0.011, -0.002], [-0.032, -0.095, 0.065], [0.125, -0.255, -0.089], [-0.412, 0.106, -0.097]], "fmax_ev_per_a": 2.02, "total_charge": 4, "e_homo_ev": -17.7, "homo_lumo_gap_ev": 4.885}